Below is an isolated molecule of C7H9N3S, with properties calculated with ωB97M-V/def2-TZVPD.

```
20
Properties=species:S:1:pos:R:3:mulliken_charge:R:1
C -1.36217 -1.57521 -0.17567 -2.004
C -0.63829 -0.24929 0.11114 1.758
C -0.70118 0.74785 -1.12132 -1.109
C -1.11606 0.55149 1.36783 -1.455
C 0.76943 -0.60074 0.13307 -0.187
N 1.26788 -1.81018 0.01656 -0.054
N 2.51638 -1.89199 -0.20160 -0.645
S 3.35474 -0.49186 -0.07771 0.166
C 2.06137 0.50718 0.21215 0.332
C 2.02993 1.87101 0.06928 0.165
N 2.03955 2.99558 -0.14983 -0.428
H -2.39017 -1.22087 -0.31845 0.407
H -0.85220 -1.92627 -1.04932 0.503
H -1.45889 -2.14521 0.59240 0.501
H -1.66947 1.23620 -1.19705 0.365
H 0.16791 1.44487 -1.01239 0.233
H -0.47081 0.24891 -2.13125 0.306
H -0.49531 1.51237 1.37279 0.290
H -2.14517 0.79234 1.31257 0.431
H -0.90749 0.00382 2.24681 0.426
```

Multiplicity: 1
Structure (SMILES): CC(C)(C)c1nnsc1C#N
HOMO energy (alpha / beta): -9.47 / -9.47 eV
Energy: -22706.9276 eV


Below is a cluster of 2 separate species, C4H9O3 in total, with properties calculated with ωB97M-V/def2-TZVPD.

```
16
Properties=species:S:1:pos:R:3:mulliken_charge:R:1
O 0.19941 0.92101 1.79290 -0.809
C -0.96474 0.89147 1.29861 0.409
O -2.02817 1.33559 1.76083 -0.743
C -1.07470 0.18006 -0.07885 -0.474
C 0.12092 0.44113 -0.99039 -0.293
C 0.21955 -0.55322 -2.15545 -1.151
H -1.98932 0.54677 -0.54192 0.280
H -1.17139 -0.89442 0.09528 0.252
H 1.00459 0.38903 -0.34898 0.244
H 0.20268 1.47864 -1.32662 0.325
H 0.50796 -1.51507 -1.73073 0.301
H -0.74220 -0.65618 -2.66671 0.284
H 0.97399 -0.22717 -2.88453 0.340
H 2.08158 -0.79668 2.02178 0.293
H 0.99182 -0.42153 2.92527 0.419
O 1.66802 -1.11942 2.82952 -0.677
```

Multiplicity: 1
HOMO energy: -4.35 eV
Energy: -10438.4655 eV
Charge: -1


Below is an isolated molecule of C23H29N3O3, with properties calculated with ωB97M-V/def2-TZVPD.

```
58
Properties=species:S:1:pos:R:3:mulliken_charge:R:1
C 2.69904 3.23715 1.35958 -1.171
N 1.60580 2.63500 0.63085 0.476
C 0.34523 3.34413 0.77265 -1.231
C -0.81330 2.35315 0.67213 0.658
C -2.18809 3.00901 0.80682 -1.265
N -3.23226 2.02146 0.64732 -0.130
C -3.77798 1.76890 -0.56092 0.506
O -3.63772 2.48771 -1.53046 -0.670
C -4.58689 0.47762 -0.61806 -1.035
C -3.66592 -0.65346 -1.09441 -1.035
C -2.71158 -1.09632 0.00795 0.853
O -2.87520 -0.74941 1.16329 -0.729
N -1.67446 -1.89456 -0.37003 0.389
C -1.53252 -2.51477 -1.67192 -0.707
C -1.53543 -4.03116 -1.47131 -0.559
O -0.42382 -4.43426 -0.71218 -0.499
C -0.09157 -3.60442 0.32264 0.520
C 0.91630 -4.04958 1.17145 -0.740
C 1.32968 -3.27609 2.23695 -0.589
C 0.73817 -2.04404 2.46136 -0.649
C -0.25793 -1.58970 1.61933 -0.452
C -0.69274 -2.35911 0.54546 0.363
C 1.97539 2.39082 -0.75498 -1.037
C 2.84006 1.16285 -0.86190 0.011
C 2.40704 -0.02479 -0.28408 0.272
C 3.17386 -1.17140 -0.37227 -0.068
C 4.38634 -1.14401 -1.04255 -0.638
C 4.82633 0.03475 -1.61872 -0.551
C 4.05728 1.18286 -1.52706 -0.559
H 2.44293 3.29262 2.41653 0.368
H 2.94866 4.24952 1.00188 0.363
H 3.57924 2.60464 1.24935 0.319
H 0.32212 3.81270 1.75937 0.428
H 0.22686 4.14189 0.02073 0.344
H -0.68983 1.60416 1.45665 -0.043
H -0.77560 1.83769 -0.28985 0.186
H -2.33014 3.75608 0.02233 0.479
H -2.29464 3.48730 1.78418 0.242
H -3.24715 1.26729 1.32339 0.333
H -5.00458 0.23479 0.35831 0.372
H -5.39208 0.60938 -1.34078 0.419
H -3.10555 -0.29974 -1.96201 0.497
H -4.27348 -1.51288 -1.39218 0.526
H -2.33759 -2.23305 -2.34356 0.535
H -0.57320 -2.21201 -2.10889 0.165
H -1.46251 -4.55870 -2.42505 0.393
H -2.46514 -4.32874 -0.96456 0.297
H 1.35701 -5.01247 0.96702 0.431
H 2.11231 -3.63359 2.88816 0.379
H 1.05917 -1.42758 3.28608 0.388
H -0.71391 -0.63148 1.79671 0.451
H 1.06283 2.22209 -1.33294 0.359
H 2.49301 3.26059 -1.19682 0.399
H 1.46714 -0.03769 0.24588 0.230
H 2.82368 -2.08647 0.08320 0.257
H 4.98736 -2.03877 -1.11335 0.410
H 5.77289 0.06263 -2.13904 0.370
H 4.40708 2.10148 -1.97767 0.371
```

Multiplicity: 1
Structure (SMILES): CN(CCCNC(=O)CCC(=O)N1CCOc2ccccc21)Cc1ccccc1
HOMO energy: -8.46 eV
Energy: -34935.4198 eV


Below is a structure of composition C34H43CeCl2N2OP3, with properties calculated with ωB97M-V/def2-TZVPD.

```
86
Properties=species:S:1:pos:R:3:mulliken_charge:R:1
P -0.29501 -2.95710 -0.46776 2.678
C -1.80060 -3.95195 -0.56610 -0.025
C -2.07118 -4.76321 -1.68472 -0.118
H -1.52263 -4.61491 -2.61566 0.344
C -3.03829 -5.76469 -1.59375 -0.728
H -3.20821 -6.42937 -2.44043 0.417
C -3.78002 -5.91926 -0.41820 -0.489
H -4.51297 -6.72334 -0.33584 0.402
C -3.58907 -5.03816 0.65272 -0.709
H -4.19494 -5.12742 1.55460 0.410
C -2.61444 -4.04279 0.57554 -0.358
H -2.46856 -3.34736 1.40236 0.321
C 0.38431 -2.81045 -2.12796 0.374
C -0.24907 -1.95740 -3.04624 -0.411
H -1.01748 -1.25977 -2.70111 0.526
C 0.09774 -2.00958 -4.40061 -0.743
H -0.41526 -1.36051 -5.11240 0.451
C 1.09217 -2.89354 -4.83280 -0.599
H 1.34671 -2.94795 -5.89381 0.421
C 1.76268 -3.70088 -3.90943 -0.670
H 2.55264 -4.37597 -4.24370 0.431
C 1.42393 -3.65696 -2.55844 -0.505
H 1.95241 -4.27868 -1.83430 0.418
C 0.88221 -3.85883 0.56413 -0.083
C 0.75856 -5.25080 0.74021 -0.424
H -0.14679 -5.76495 0.41956 0.329
C 1.79981 -5.96835 1.32401 -0.646
H 1.72165 -7.05153 1.41533 0.424
C 2.94004 -5.30065 1.78225 -0.556
H 3.77181 -5.86897 2.19946 0.398
C 3.01121 -3.90522 1.71482 -0.677
H 3.87516 -3.37726 2.12142 0.418
C 1.98017 -3.17977 1.11385 -0.244
H 2.02893 -2.09041 1.07531 0.367
Ce -1.25014 3.41343 1.57315 1.100
C 0.37525 2.76414 0.08649 -1.260
C 1.17852 1.97304 -0.67232 0.752
H 0.58725 3.87374 0.04535 -0.424
C 0.98197 0.47001 -0.87005 0.886
O 2.24769 -0.15023 -0.57380 -0.603
H 2.27614 -1.04861 -0.94587 0.255
C -0.02716 -0.22009 -0.06160 -0.653
H 0.67238 0.29017 -1.91942 0.056
C -0.59942 -1.35035 0.19930 -0.820
Cl -1.20914 5.94703 1.22961 -0.404
Cl -3.13304 1.75926 2.08783 -0.390
P -2.67532 3.34400 -1.00984 0.747
C -4.10075 4.46415 -0.71567 -1.197
H -3.73554 5.46550 -0.45528 0.379
H -4.69803 4.08132 0.12199 0.364
H -4.71968 4.50898 -1.62168 0.413
C -2.02236 3.98349 -2.58213 -1.126
H -1.19974 3.34060 -2.91906 0.229
H -1.63046 4.99649 -2.43121 0.323
H -2.81414 3.99747 -3.34251 0.435
C -3.53749 1.84521 -1.58901 -0.881
H -4.18324 1.46196 -0.79004 0.356
H -2.79115 1.07583 -1.82730 0.008
H -4.13386 2.08042 -2.48143 0.444
P 2.60870 2.75930 -1.48481 1.458
C 2.37790 4.54660 -1.48105 -1.305
C 2.70294 2.18481 -3.18600 -1.248
H 2.14906 4.91134 -0.47288 0.448
H 1.57280 4.83721 -2.16970 0.366
H 3.31396 5.01357 -1.81825 0.424
H 2.62148 1.09052 -3.23047 0.305
H 3.67155 2.48753 -3.61051 0.456
H 1.89829 2.63525 -3.78537 0.390
C 4.10642 2.35646 -0.58010 -1.283
H 4.15720 2.97635 0.32623 0.408
H 4.98063 2.55497 -1.21641 0.450
H 4.06092 1.29411 -0.30682 0.312
H -1.40445 -1.37640 0.95347 0.202
N 0.77702 3.26920 7.79624 -0.432
C 0.39256 3.16326 6.50359 1.142
C -0.70293 3.91313 6.02041 -0.839
C -1.00895 3.85521 4.66674 -0.163
N -0.29109 3.09115 3.79085 -0.183
C 0.72155 2.30257 4.26242 -0.332
C 1.08658 2.31568 5.60415 -0.706
H 0.30655 3.89585 8.43291 0.208
H 1.57682 2.77186 8.15949 0.203
H -1.28309 4.54333 6.69355 0.353
H -1.84482 4.42932 4.24110 0.435
H 1.22713 1.66602 3.52767 0.463
H 1.90910 1.69283 5.95575 0.331
```

Multiplicity: 1
HOMO energy (alpha / beta): -10.77 / -10.77 eV
Energy: -106810.1017 eV
Charge: +2


Calculated relative energy (zero: lowest compared OMol25 entry of this formula, charge and spin) in order - 4.1899; 0.0000; 2.2576; 0.8490 eV
Calculated strongest force on any atom in order - 7.1; 0.8; 0.6; 3.6 eV/A